[1]
# C15H47Li3N12O18

A structure of composition C15H47Li3N12O18 at a distorted geometry (ωB97M-V/def2-TZVPD, the OMol25 dataset).

The geometry in ORCA input format:
```
! RIJCOSX wB97M-V def2-TZVPD def2/J DEFGRID3
* xyz 0 1
Li -4.427 -0.030 -1.741
Li -3.144 2.052 -3.745
Li -0.926 0.226 -4.171
C 0.492 -0.505 -0.157
C 0.337 0.275 0.989
C -0.605 1.399 0.995
O -0.722 2.208 1.967
C -1.301 1.737 -0.169
C -1.267 0.949 -1.337
C -0.215 -0.262 -1.376
O 0.026 -0.875 -2.451
O -2.020 1.022 -2.317
O 1.087 -0.065 1.952
H 1.256 -1.267 -0.203
H -2.064 2.502 -0.152
O -4.512 0.699 -3.530
H -5.323 0.520 -4.009
O -3.051 3.858 2.698
H -2.192 3.560 2.358
H -3.684 3.588 2.030
O -3.839 0.915 2.225
H -3.747 0.317 2.971
H -2.958 1.302 2.112
O 3.441 -1.736 2.590
H 2.512 -1.471 2.530
H 3.421 -2.695 2.666
O 0.390 2.984 4.681
H 0.138 2.863 3.757
H 0.611 2.100 4.985
O 1.012 4.207 0.244
H 1.789 3.817 0.658
H 0.279 3.665 0.555
O -4.631 1.463 -0.347
H -4.511 1.339 0.614
H -5.045 2.325 -0.436
C 2.137 -3.895 -3.151
O 2.666 -5.008 -3.188
N 1.650 -3.357 -2.044
N 2.051 -3.090 -4.244
H 1.666 -3.877 -1.186
H 1.234 -2.436 -2.077
H 2.449 -3.427 -5.102
H 1.707 -2.148 -4.217
C -3.038 -2.423 -0.095
O -3.382 -1.475 -0.803
N -1.737 -2.782 -0.006
N -3.845 -3.179 0.697
H -1.200 -2.043 -0.439
H -1.354 -3.479 0.603
H -4.847 -3.112 0.672
H -3.451 -4.054 0.999
C 4.081 -0.270 -1.807
O 5.237 -0.329 -2.182
N 3.086 0.056 -2.717
N 3.590 -0.430 -0.554
H 3.538 0.051 -3.620
H 2.098 -0.053 -2.594
H 2.600 -0.283 -0.413
H 4.352 -0.489 0.103
C -0.146 -3.512 3.207
O -0.276 -4.656 3.643
N 0.465 -3.215 2.042
N -0.643 -2.430 3.813
H 0.781 -2.271 1.873
H 0.823 -3.952 1.460
H -1.140 -2.532 4.680
H -0.529 -1.506 3.429
C -2.929 4.804 -2.134
O -2.938 3.713 -2.678
N -3.276 4.958 -0.814
N -2.439 5.955 -2.637
H -3.266 5.890 -0.437
H -3.962 4.336 -0.425
H -2.761 6.840 -2.290
H -2.007 6.014 -3.543
C -2.284 -2.538 -4.407
O -1.914 -1.457 -4.914
N -1.750 -3.055 -3.313
N -3.339 -3.176 -4.937
H -0.957 -2.589 -2.908
H -2.173 -3.836 -2.845
H -3.678 -2.856 -5.826
H -3.683 -4.040 -4.560
C 6.092 1.756 2.649
C 5.341 0.771 3.537
C 5.536 1.142 5.010
O 3.979 0.834 3.222
H 5.644 2.738 2.793
H 6.123 1.434 1.608
H 7.122 1.787 3.012
H 5.753 -0.234 3.398
H 4.986 1.980 5.435
H 6.587 1.204 5.310
H 5.263 0.268 5.612
H 3.697 -0.022 2.863
*
```

Output
ΔE to the lowest compared entry with this formula, charge and spin	0.0	kcal/mol
E	-2634.2104	Ha

***

[2]
# C34H28BF4N4OPdSi

A structure of composition C34H28BF4N4OPdSi (ωB97M-V/def2-TZVPD, the OMol25 dataset).

The geometry in ORCA input format:
```
! RIJCOSX wB97M-V def2-TZVPD def2/J DEFGRID3
* xyz -1 1
Pd -0.911 -2.171 0.255
C -3.473 -1.713 2.069
Si -1.969 -1.250 3.073
C -2.242 0.559 3.554
C -1.918 -2.343 4.591
N -0.537 -1.447 2.094
C 0.726 -1.071 2.468
C 0.979 -0.512 3.745
C 2.237 -0.136 4.173
C 3.345 -0.304 3.353
C 3.145 -0.863 2.102
C 1.882 -1.212 1.659
O 1.764 -1.824 0.412
C 2.236 -1.161 -0.693
C 2.508 0.203 -0.738
C 2.886 0.778 -1.944
C 2.987 0.015 -3.099
C 2.710 -1.345 -3.043
C 2.338 -1.934 -1.845
H -4.359 -1.570 2.696
H -3.459 -2.756 1.745
H -3.585 -1.079 1.186
H -3.197 0.650 4.078
H -2.313 1.166 2.645
H -1.470 0.996 4.189
H -2.838 -2.235 5.171
H -1.074 -2.136 5.252
H -1.842 -3.383 4.263
H 0.151 -0.393 4.429
H 2.350 0.279 5.168
H 4.339 -0.031 3.681
H 3.982 -1.033 1.434
H 2.425 0.802 0.158
H 3.101 1.840 -1.973
H 3.279 0.475 -4.034
H 2.769 -1.962 -3.931
H 2.106 -2.990 -1.791
N -1.171 -2.782 -1.685
C -0.859 -2.830 -2.797
C -0.477 -2.858 -4.133
C -1.034 -1.909 -5.019
N -1.484 -1.133 -5.748
C 0.561 -3.716 -4.559
N 1.410 -4.410 -4.923
F -1.507 -6.301 0.520
B -2.003 -5.175 1.135
F -0.941 -4.129 1.063
F -3.106 -4.648 0.470
F -2.259 -5.366 2.484
C -0.812 -0.400 -0.248
C -0.750 0.790 -0.580
C -0.544 2.056 -1.005
C 0.244 2.920 -0.114
C 0.317 2.608 1.251
C 1.158 3.319 2.086
C 1.943 4.342 1.569
C 1.884 4.656 0.218
C 1.039 3.952 -0.623
C -1.035 2.506 -2.301
C -1.151 1.591 -3.350
C -1.627 2.002 -4.583
C -2.014 3.323 -4.764
C -1.924 4.237 -3.720
C -1.428 3.836 -2.494
H -0.273 1.788 1.641
H 1.218 3.056 3.134
H 2.614 4.888 2.220
H 2.514 5.438 -0.185
H 1.028 4.164 -1.683
H -0.852 0.561 -3.195
H -1.715 1.274 -5.378
H -2.403 3.640 -5.724
H -2.249 5.260 -3.861
H -1.376 4.537 -1.671
*
```

Output
ΔE to the lowest compared entry with this formula, charge and spin	0.0	kcal/mol
E	-2448.6545	Ha